Here is a 2-piece molecular cluster, C6H11NO2 overall from the OMol25 dataset. Energies are from wB97M-V/def2-TZVPD.

Each line ends with the Mulliken charge.
Element x y z (Å)
C 0.065 0.984 -1.029  -0.672
C -1.324 -0.002 1.114  -0.537
C 1.172 -0.268 0.546  0.206
C -1.024 -0.659 -0.172  0.495
N 1.847 0.628 1.309  -0.514
C -0.086 -0.875 0.959  -0.356
C -1.530 -1.513 -1.103  -0.876
O 1.984 -0.999 -0.251  -0.584
O 0.467 2.249 -0.491  -0.513
H 1.436 -1.645 -0.727  0.401
H -0.227 2.890 -0.673  0.339
H 2.718 0.947 0.904  0.287
H 1.286 1.401 1.638  0.275
H -0.844 1.144 -1.605  0.502
H 0.825 0.608 -1.718  0.214
H -1.209 1.072 1.218  0.157
H -2.123 -0.442 1.699  0.306
H -0.051 -1.843 1.454  0.387
H -2.348 -1.223 -1.752  0.264
H -1.034 -2.452 -1.318  0.218

Relative energy (zero: lowest compared OMol25 entry of this formula, charge and spin) (kcal per mole): 141.0
Total energy (Eh): -440.262619
HOMO-LUMO gap (hartree): 0.2701
HOMO energy (eV): -6.6206
Strongest force on any atom (eV/A): 1.6